<A>
The following is a quantum chemistry calculation of a molecular structure, C5H9N3, from OMol25.

Output
LUMO level: 0.468 eV
Orbital gap: 0.3270 Eh

Geometry as ORCA input:
```
! RIJCOSX wB97M-V def2-TZVPD def2/J DEFGRID3
* xyz 0 1
C -2.262 -0.834 -0.018
C -1.493 1.217 -1.329
C -0.950 0.631 1.419
C 1.785 -1.933 0.171
C -1.435 0.323 -0.090
N -2.760 -1.847 0.250
N 0.498 -1.297 0.130
N -0.094 -0.890 -0.857
H -1.543 0.678 -2.240
H -2.390 1.900 -1.355
H -0.663 1.821 -1.395
H -0.784 1.810 1.487
H -0.034 0.027 1.456
H -1.746 0.441 2.162
H 2.069 -2.555 -0.680
H 1.969 -2.349 1.151
H 2.560 -1.247 0.264
*
```

Mulliken population analysis, charges in e, atoms 1 to 2: C 0.169; C -1.430

=====

<B>
The following is a quantum chemistry calculation of 2 unconnected molecules or ions with the total composition C5H9N3, from OMol25.

Output
LUMO level: 0.433 eV
Orbital gap: 0.3282 Eh
SMILES: CC=C=N.CNC#N

Geometry as ORCA input:
```
! RIJCOSX wB97M-V def2-TZVPD def2/J DEFGRID3
* xyz 0 1
C -1.553 -0.638 0.032
C 2.410 -0.135 -0.324
C -1.465 -0.608 -1.462
N 1.250 -0.228 0.541
C -1.516 0.464 0.798
N -2.124 1.352 1.390
C 0.771 0.842 1.229
N 0.943 1.783 1.899
H 0.718 -1.087 0.631
H -1.635 -1.605 0.510
H -1.556 1.994 1.940
H 2.723 -1.139 -0.610
H 2.179 0.443 -1.224
H 3.223 0.375 0.192
H -2.439 -0.859 -1.892
H -0.742 -1.336 -1.832
H -1.188 0.383 -1.818
*
```

Mulliken population analysis, charges in e, atoms 1 to 2: C -0.586; C -0.945

=====

<C>
The following is a quantum chemistry calculation of a single C5H9N3 molecule, from OMol25.

Output
LUMO level: 1.031 eV
Orbital gap: 0.3633 Eh
SMILES: C1=N[C@@H]2CNC[C@H]2N1

Geometry as ORCA input:
```
! RIJCOSX wB97M-V def2-TZVPD def2/J DEFGRID3
* xyz 0 1
C -1.121 1.196 0.050
C -1.056 -1.310 -0.079
C 0.226 -0.686 0.281
C 2.279 -0.198 -0.040
C 0.250 0.540 -0.375
H -1.526 1.872 -0.754
H -1.008 1.739 0.970
H -2.703 -0.113 -0.401
H -1.147 -2.114 0.660
H -1.058 -1.900 -1.065
H 0.346 -0.308 1.415
H 3.412 -0.192 -0.028
H 1.761 1.517 0.810
H 0.036 0.322 -1.429
N -1.855 -0.095 0.118
N 1.490 -1.253 -0.072
N 1.676 0.984 -0.062
*
```

Mulliken population analysis, charges in e, atoms 1 to 2: C -0.610; C -0.606

=====

<D>
The following is a quantum chemistry calculation of a single C5H9N3 molecule, from OMol25.

Output
LUMO level: 0.942 eV
Orbital gap: 0.3360 Eh
SMILES: N/N=C\C=C\[C@@H]1CN1

Geometry as ORCA input:
```
! RIJCOSX wB97M-V def2-TZVPD def2/J DEFGRID3
* xyz 0 1
C -2.014 -1.049 0.209
C -0.583 -0.372 0.206
C 0.422 -1.138 -0.323
C 1.813 -0.434 -0.380
C 2.536 0.173 0.731
H -2.317 1.425 -0.893
H -4.013 1.482 0.304
H -2.073 -2.006 0.353
H -0.682 0.803 0.734
H 0.513 -2.148 -0.809
H 2.487 -0.819 -1.295
H 2.100 0.194 1.673
H 3.634 0.398 0.936
H 2.281 1.643 -1.064
N -2.878 1.140 -0.082
N -3.046 -0.258 0.035
N 1.820 0.967 -0.335
*
```

Mulliken population analysis, charges in e, atoms 1 to 2: C -0.346; C -0.197

=====

Relative to the most stable one, in eV, the structures come out at <A> 1.304; <B> 0.246; <C> 0.000; <D> 3.878.

=====

<A>
The following is a quantum chemistry calculation of 2 unconnected molecules or ions with the total composition C2H3NOS, from OMol25.

Output
LUMO level: -0.366 eV
Orbital gap: 0.3088 Eh
SMILES: N=C=O.C=S

Geometry as ORCA input:
```
! RIJCOSX wB97M-V def2-TZVPD def2/J DEFGRID3
* xyz 0 1
C 1.983 -0.083 0.334
C -2.277 0.042 -0.876
N 2.675 0.290 1.226
O 1.473 -0.186 -0.690
S -1.950 -0.898 0.379
H -1.799 0.889 -1.282
H -3.344 0.040 -1.138
H 3.238 -0.094 2.047
*
```

Mulliken population analysis, charges in e, atoms 1 to 2: C 0.475; C -0.336

=====

<B>
The following is a quantum chemistry calculation of a single C2H3NOS molecule, from OMol25.

Output
LUMO level: 0.708 eV
Orbital gap: 0.3731 Eh
SMILES: C1=NOCS1

Geometry as ORCA input:
```
! RIJCOSX wB97M-V def2-TZVPD def2/J DEFGRID3
* xyz 0 1
C -0.563 -0.055 0.842
C 0.828 0.310 -0.939
H -0.800 -0.889 1.529
H -0.962 0.853 1.049
H 1.563 0.614 -1.477
N -0.183 -0.144 -1.466
O -0.990 -0.786 -0.319
S 1.107 0.097 0.781
*
```

Mulliken population analysis, charges in e, atoms 1 to 2: C -0.297; C -0.179

=====

<C>
The following is a quantum chemistry calculation of a single C2H3NOS molecule, from OMol25.

Output
LUMO level (alpha / beta): -1.293 / -1.296 eV
Orbital gap (alpha / beta): 0.2945 / 0.2943 Eh

Geometry as ORCA input:
```
! RIJCOSX wB97M-V def2-TZVPD def2/J DEFGRID3
* xyz 0 1
C -1.464 -0.649 0.348
C -0.431 0.217 -0.227
N 0.461 0.036 -1.094
O -4.037 0.107 0.620
S -2.875 0.324 -0.096
H -1.762 -1.588 0.884
H -0.654 1.382 -0.150
H 0.499 -0.956 -1.429
*
```

Mulliken population analysis, charges in e, atoms 1 to 2: C -0.338; C 0.003

=====

Relative to the most stable one, in eV, the structures come out at <A> 0.000; <B> 1.741; <C> 2.129.

=====

<A>
The following is a quantum chemistry calculation of a molecular structure, C4H13N2O, from OMol25.

Output
LUMO level: -7.260 eV
Orbital gap: 0.2197 Eh

Geometry as ORCA input:
```
! RIJCOSX wB97M-V def2-TZVPD def2/J DEFGRID3
* xyz 1 1
C -1.437 0.005 -0.644
C -0.026 0.380 -0.064
C 1.122 0.082 -0.889
C 2.110 -0.877 -0.438
N 2.792 -0.367 0.792
N -2.448 0.439 0.028
H -1.442 -0.980 -1.118
H -1.476 0.932 -1.697
H -0.035 1.427 0.247
H 0.047 -0.162 0.877
H -1.328 1.474 -2.257
H 2.943 -1.179 -1.067
H 2.193 -0.375 1.601
H 3.231 0.536 0.647
H -2.391 -0.030 1.167
H -2.918 1.265 -0.308
H 1.681 -1.799 -0.032
H 1.488 0.694 -1.718
H -2.285 -1.005 2.758
O -1.820 -0.457 2.117
*
```

Mulliken population analysis, charges in e, atoms 1 to 2: C 0.057; C -0.617

=====

<B>
The following is a quantum chemistry calculation of a gas-phase ion, C4H13N2O (charge +1), from OMol25.

Output
LUMO level: -3.136 eV
Orbital gap: 0.3935 Eh
SMILES: N[C@H](CO)CC[NH3+]

Geometry as ORCA input:
```
! RIJCOSX wB97M-V def2-TZVPD def2/J DEFGRID3
* xyz 1 1
C -1.885 0.336 0.970
O -2.913 0.659 0.143
C -0.593 -0.083 0.147
C 0.597 -0.722 0.874
C 1.940 -0.574 0.102
N 1.741 -0.455 -1.433
N -0.193 1.065 -0.697
H -1.579 1.194 1.478
H -2.234 -0.465 1.657
H -3.767 0.407 0.450
H -0.941 -0.744 -0.594
H 0.596 -0.020 1.718
H 0.461 -1.736 1.269
H 2.267 0.479 0.343
H 2.630 -1.445 0.231
H 2.480 0.009 -1.968
H 1.570 -1.397 -1.860
H 0.848 0.149 -1.480
H -0.039 1.897 -0.079
H -0.987 1.444 -1.270
*
```

Mulliken population analysis, charges in e, atoms 1 to 2: C -0.747; O -0.500

=====

<C>
The following is a quantum chemistry calculation of 2 unconnected molecules or ions with the total composition C4H13N2O, from OMol25.

Output
LUMO level: -7.574 eV
Orbital gap: 0.1516 Eh

Geometry as ORCA input:
```
! RIJCOSX wB97M-V def2-TZVPD def2/J DEFGRID3
* xyz 1 1
C -1.292 0.560 -2.420
O -1.509 1.891 -2.947
C -1.477 0.455 -0.797
C -1.189 -0.851 -0.169
C 0.101 -1.337 0.226
N 0.730 -0.615 1.479
N 3.505 0.296 2.645
H -0.340 0.268 -2.630
H -1.998 -0.101 -2.881
H -2.468 1.973 -2.806
H -0.988 1.303 -0.346
H -2.113 -1.447 -0.093
H -2.602 0.811 -0.763
H 0.886 -1.251 -0.558
H 0.079 -2.377 0.606
H 2.460 0.037 2.572
H 0.020 -0.980 2.236
H 0.481 0.381 1.306
H 3.561 0.886 3.427
H 4.153 0.100 1.913
*
```

Mulliken population analysis, charges in e, atoms 1 to 2: C -0.642; O -0.446

=====

<D>
The following is a quantum chemistry calculation of 2 unconnected molecules or ions with the total composition C4H13N2O, from OMol25.

Output
LUMO level: -2.787 eV
Orbital gap: 0.4203 Eh

Geometry as ORCA input:
```
! RIJCOSX wB97M-V def2-TZVPD def2/J DEFGRID3
* xyz 1 1
C 2.482 0.813 -0.117
C -0.913 -0.910 -0.844
C 1.284 0.485 -0.978
C 0.123 0.075 -0.206
N -2.180 -0.182 1.961
N 0.117 1.418 -0.959
O 0.168 0.197 1.119
H 2.512 0.087 0.693
H 2.306 1.759 0.253
H 3.450 0.763 -0.648
H -1.278 -1.687 -0.179
H -0.345 -1.510 -1.516
H -1.867 -0.470 -1.375
H 1.609 -0.087 -1.902
H -2.824 0.488 2.262
H -2.749 -0.926 1.544
H 0.236 2.220 -0.361
H -1.991 -0.555 2.868
H -0.585 1.643 -1.643
H -0.708 -0.266 1.702
*
```

Mulliken population analysis, charges in e, atoms 1 to 2: C -1.205; C -1.397

=====

Relative to the most stable one, in eV, the structures come out at <A> 7.852; <B> 0.000; <C> 4.071; <D> 0.878.

=====

<A>
The following is a quantum chemistry calculation of 2 unconnected molecules or ions with the total composition C4H13N2O, from OMol25.

Output
LUMO level: -3.615 eV
Orbital gap: 0.4174 Eh

Geometry as ORCA input:
```
! RIJCOSX wB97M-V def2-TZVPD def2/J DEFGRID3
* xyz 1 1
C 2.704 -0.227 -0.039
C 1.667 -0.750 -1.036
C 0.840 0.466 -1.536
N -0.269 0.786 -0.428
C -1.424 0.248 0.005
N -2.354 -0.408 -0.760
H 3.536 0.434 -0.485
H 2.228 0.277 0.907
H 3.272 -1.029 0.402
H 2.210 -1.135 -1.950
H 0.976 -1.506 -0.620
H 1.462 1.274 -1.739
H 0.316 0.189 -2.414
H 0.307 0.998 0.407
H -1.880 0.585 0.957
H -3.143 -0.530 -0.267
H -2.237 -0.801 -1.654
H -2.606 1.155 3.234
H -2.876 -0.171 3.960
O -2.729 0.145 3.054
*
```

Mulliken population analysis, charges in e, atoms 1 to 2: C -1.030; C -0.195

=====

<B>
The following is a quantum chemistry calculation of 2 unconnected molecules or ions with the total composition C4H13N2O, from OMol25.

Output
LUMO level: -3.746 eV
Orbital gap: 0.4066 Eh

Geometry as ORCA input:
```
! RIJCOSX wB97M-V def2-TZVPD def2/J DEFGRID3
* xyz 1 1
C -0.804 -2.600 1.700
C -0.071 -1.264 1.961
C 0.581 -0.698 0.695
N -0.107 0.699 0.527
C -0.352 1.311 -0.674
N -0.564 2.702 -0.915
H -0.139 -3.456 1.521
H -1.524 -2.969 2.556
H -1.440 -2.491 0.829
H -0.708 -0.637 2.465
H 0.632 -1.607 2.770
H 1.680 -0.523 0.647
H 0.323 -1.215 -0.217
H -0.226 1.239 1.439
H -0.252 0.593 -1.546
H -0.815 3.028 -1.905
H -0.609 3.412 -0.153
H 2.181 1.913 -3.962
H 0.791 1.054 -4.154
O 1.424 1.509 -3.584
*
```

Mulliken population analysis, charges in e, atoms 1 to 2: C -1.246; C -0.477

=====

Relative to the most stable one, in eV, the structures come out at <A> 0.000; <B> 0.147.

=====

<A>
The following is a quantum chemistry calculation of 2 unconnected molecules or ions with the total composition C4H10FNO, from OMol25.

Output
LUMO level (alpha / beta): 0.611 / 0.896 eV
Orbital gap (alpha / beta): 0.2917 / 0.3382 Eh

Geometry as ORCA input:
```
! RIJCOSX wB97M-V def2-TZVPD def2/J DEFGRID3
* xyz 0 1
C -0.100 1.868 -1.283
C 0.252 -1.739 2.102
C -0.565 0.812 -0.351
C 0.326 -0.392 -0.298
N 0.013 -1.336 -1.274
O -0.730 1.255 1.020
F 1.655 -0.042 -0.123
H -0.627 2.698 -1.151
H -0.275 1.548 -2.356
H 0.913 2.149 -1.250
H 1.264 -1.994 2.118
H -0.032 -0.981 2.642
H -0.484 -2.508 2.203
H -1.587 0.448 -0.641
H -0.781 -1.873 -0.790
H 0.767 -1.839 -1.682
H -0.008 1.925 1.115
*
```

Mulliken population analysis, charges in e, atoms 1 to 2: C -1.682; C -1.012

=====

<B>
The following is a quantum chemistry calculation of 2 unconnected molecules or ions with the total composition C4H10FNO, from OMol25.

Output
LUMO level: 0.780 eV
Orbital gap: 0.3759 Eh
SMILES: CNC(C)=O.CF

Geometry as ORCA input:
```
! RIJCOSX wB97M-V def2-TZVPD def2/J DEFGRID3
* xyz 0 1
F 1.099 1.913 0.072
C 0.284 2.206 1.148
H 0.863 2.707 1.942
H -0.152 1.281 1.562
H -0.537 2.873 0.837
O -1.295 -2.188 -0.608
C -0.779 -1.078 -0.705
N 0.469 -0.828 -0.222
C -1.466 0.103 -1.358
C 1.240 -1.870 0.427
H 0.865 0.111 -0.323
H -0.887 0.468 -2.223
H -2.463 -0.211 -1.709
H -1.591 0.933 -0.642
H 2.214 -1.456 0.739
H 1.420 -2.714 -0.260
H 0.716 -2.249 1.321
*
```

Mulliken population analysis, charges in e, atoms 1 to 2: F -0.300; C -0.463

=====

Relative to the most stable one, in eV, the structures come out at <A> 4.707; <B> 0.000.